[1]
{
  "formula": "C30H28Cl2IN4O7RuS",
  "method": "the ωB97M-V functional and the def2-TZVPD basis",
  "lumo_energy_ev": [-1.02, -2.04],
  "homo_ev": [-7.43, -7.67],
  "s2": 8.863,
  "spin_multiplicity": 6,
  "total_charge": 0,
  "orbital_gap_ha": [0.2355, 0.2071],
  "elements": ["I", "Ru", "Cl", "Cl", "S", "O", "O", "O", "O", "O", "O", "O", "N", "N", "N", "N", "C", "C", "C", "C", "C", "C", "C", "C", "C", "C", "C", "C", "C", "C", "C", "C", "C", "C", "C", "C", "C", "C", "C", "C", "C", "C", "C", "C", "C", "C", "H", "H", "H", "H", "H", "H", "H", "H", "H", "H", "H", "H", "H", "H", "H", "H", "H", "H", "H", "H", "H", "H", "H", "H", "H", "H", "H", "H"],
  "coordinates": [[-0.744, -2.064, -0.472], [0.892, 0.028, -0.488], [0.852, 3.428, 6.536], [-0.350, 4.105, 1.337], [-2.870, -0.154, 1.836], [-2.832, 0.576, -1.417], [-0.071, 1.203, 1.162], [1.365, 2.054, -1.000], [-2.560, -0.594, 3.246], [0.680, -1.286, 2.422], [5.609, -3.680, 3.391], [6.782, -4.498, 1.699], [2.287, -1.829, -1.795], [-2.397, 2.706, -2.075], [0.988, -0.215, -3.623], [-0.660, 1.316, -1.368], [4.620, -4.095, -0.126], [2.981, -1.838, 0.449], [4.055, -2.273, 1.383], [0.518, 0.839, 3.474], [-5.492, 0.666, 1.638], [3.012, -2.483, -0.894], [0.112, 3.035, 2.628], [0.567, -0.604, 3.419], [4.771, -3.380, 1.135], [2.769, -0.337, 0.286], [0.690, 1.386, 4.754], [0.443, 0.556, -4.558], [-3.812, 2.899, -2.369], [0.234, 0.151, -5.869], [2.077, -2.260, -3.016], [-1.527, 3.742, -2.188], [0.311, 3.569, 3.874], [3.779, -3.667, -1.095], [0.615, 2.738, 4.950], [0.223, 1.642, 2.336], [1.201, -1.939, -5.283], [-4.139, -1.274, 1.211], [5.810, -3.905, 2.076], [-4.098, 1.193, 1.993], [1.385, -1.442, -3.991], [0.176, 2.352, -1.388], [-0.224, 3.635, -1.859], [0.607, -1.132, -6.232], [-5.445, -0.846, 1.863], [-2.006, 1.443, -1.589], [-4.004, 1.471, 3.044], [-3.798, -2.282, 1.441], [-6.266, 1.155, 2.229], [2.071, -2.245, 0.927], [3.426, 0.077, -0.485], [-4.362, 3.161, -1.464], [-5.406, -1.073, 2.930], [0.504, -1.107, 4.402], [4.187, -1.700, 2.295], [-6.309, -1.358, 1.439], [0.876, 0.725, 5.591], [2.438, -3.232, -3.346], [0.444, -1.493, -7.238], [-1.957, 4.667, -2.549], [-4.222, 1.975, -2.765], [-0.220, 0.830, -6.576], [-3.909, 3.696, -3.102], [3.753, -4.180, -2.046], [2.852, 0.236, 1.214], [0.158, 1.552, -4.253], [4.725, -3.310, 3.525], [5.260, -4.952, -0.285], [-3.772, 2.027, 1.373], [0.467, 4.459, -1.918], [0.213, 4.635, 4.024], [-5.704, 0.870, 0.586], [-4.163, -1.130, 0.128], [1.532, -2.939, -5.525]]
}

---

[2]
{
  "formula": "C18H42N6O10SY",
  "method": "the ωB97M-V functional and the def2-TZVPD basis",
  "lumo_energy_ev": -1.94,
  "homo_ev": -10.23,
  "spin_multiplicity": 1,
  "total_charge": 1,
  "orbital_gap_ha": 0.3048,
  "elements": ["Y", "S", "O", "O", "O", "O", "O", "O", "O", "O", "O", "O", "N", "N", "N", "N", "N", "N", "C", "C", "C", "C", "C", "C", "C", "C", "C", "C", "C", "C", "C", "C", "C", "C", "C", "C", "H", "H", "H", "H", "H", "H", "H", "H", "H", "H", "H", "H", "H", "H", "H", "H", "H", "H", "H", "H", "H", "H", "H", "H", "H", "H", "H", "H", "H", "H", "H", "H", "H", "H", "H", "H", "H", "H", "H", "H", "H", "H"],
  "coordinates": [[7.033, 3.636, 1.650], [4.187, 3.134, 1.808], [6.328, 3.610, -0.616], [6.959, 5.056, 3.617], [3.387, 2.894, 2.990], [9.278, 4.063, 2.254], [4.986, 4.388, 1.889], [7.380, 5.757, 0.786], [3.478, 3.093, 0.543], [7.961, 1.657, 0.708], [5.360, 2.213, 1.800], [7.670, 2.251, 3.420], [8.853, -0.288, -0.016], [5.851, 5.418, 5.548], [5.763, 2.891, -2.691], [6.322, 7.180, -0.602], [10.901, 5.585, 2.389], [7.348, 0.523, 4.827], [7.899, 1.677, 4.471], [7.834, 0.542, 0.208], [6.423, 8.223, -1.608], [7.754, -0.123, 6.056], [4.720, 4.570, 5.247], [6.519, -0.218, 3.881], [5.749, 6.263, 6.736], [6.881, 5.577, 4.734], [12.316, 5.909, 2.242], [10.059, 6.712, 2.770], [10.471, 4.348, 2.175], [8.613, -1.668, -0.421], [7.053, 2.373, -3.072], [7.406, 6.629, -0.082], [4.950, 6.867, -0.220], [4.687, 2.734, -3.660], [10.226, 0.089, 0.289], [5.496, 3.440, -1.510], [8.735, -2.313, 0.451], [6.006, 9.147, -1.199], [3.832, 5.139, 4.979], [12.752, 6.086, 3.225], [4.459, 3.761, -1.383], [8.450, -0.946, 5.857], [5.402, 5.694, 7.595], [4.445, 7.773, 0.112], [8.203, 0.527, 6.801], [8.341, 6.947, -0.564], [10.540, -0.400, 1.211], [7.732, 2.503, -2.231], [10.488, 7.097, 3.699], [4.976, 3.835, 4.495], [10.095, 7.480, 2.001], [4.383, 6.426, -1.039], [3.741, 3.117, -3.289], [10.306, 1.166, 0.381], [9.311, -1.926, -1.216], [6.850, 0.126, -0.039], [4.959, 7.001, 6.546], [6.917, 1.318, -3.324], [6.649, 6.841, 6.919], [4.951, 6.128, 0.584], [4.933, 3.302, -4.562], [4.426, 3.986, 6.125], [10.845, -0.242, -0.545], [7.180, -0.961, 3.422], [7.419, 8.442, -1.992], [5.838, 7.979, -2.497], [12.853, 5.076, 1.786], [6.912, -0.634, 6.526], [8.564, 2.058, 5.259], [6.091, 0.450, 3.136], [11.250, 3.638, 1.884], [4.573, 1.694, -3.968], [9.044, 6.388, 2.988], [7.481, 2.889, -3.933], [7.633, 6.279, 5.110], [5.704, -0.739, 4.380], [12.509, 6.738, 1.562], [7.607, -1.844, -0.797]]
}

---

Energy relative to the best compared isomer or geometry (same formula, charge and spin) across the listed records, respectively: 34.86, 15.25 kcal per mole.
Max |F| across the listed records, respectively: 1.089, 2.779 eV/Å.